# 1
A structure of composition C22H34N2O6P2Ti, computed with the ωB97M-V functional and the def2-TZVPD basis.

Output
LUMO (alpha / beta) = -9.77 / -10.17 eV
Energy above the lowest of the compared OMol25 structures with the same formula, charge and spin = 0.0000 eV
Frontier orbital gap (alpha / beta) = 3.34 / 2.67 eV

Structure (ORCA input):
```
! wB97M-V def2-TZVPD RIJCOSX def2/J DEFGRID3
* xyz 2 1
P -0.436 -1.624 -4.398
P 0.140 -3.858 -2.426
C 0.052 -3.277 -5.170
C -0.228 -4.416 -4.193
H 1.118 -3.218 -5.450
H -0.531 -3.411 -6.095
H -1.280 -4.751 -4.230
H 0.407 -5.287 -4.421
C 1.899 -4.426 -2.477
H 2.283 -4.466 -1.450
H 2.509 -3.735 -3.075
H 1.936 -5.430 -2.923
C -0.576 -5.375 -1.688
H -0.136 -6.262 -2.163
H -1.662 -5.383 -1.841
H -0.359 -5.384 -0.615
C 0.276 -0.642 -5.771
H -0.026 0.404 -5.650
H -0.094 -1.029 -6.730
H 1.370 -0.714 -5.745
C -2.168 -1.703 -5.038
H -2.759 -2.430 -4.466
H -2.140 -2.003 -6.095
H -2.621 -0.707 -4.953
Ti 0.044 1.407 1.142
C -0.403 -0.798 1.070
C 0.973 -0.621 0.844
C 1.663 -0.712 -0.502
C 1.721 0.607 -1.309
C 0.546 1.537 -1.111
C -0.791 1.141 -1.093
C -1.292 -0.259 -1.294
C -1.430 -1.097 -0.002
C -1.031 3.225 0.994
H -0.693 -1.169 2.065
H 1.648 -0.717 1.713
H 1.213 -1.499 -1.132
H 2.704 -1.037 -0.309
H 2.649 1.142 -1.047
H 1.841 0.386 -2.385
H 0.756 2.597 -1.324
H -1.543 1.926 -1.239
H -0.672 -0.815 -2.023
H -2.295 -0.205 -1.752
H -2.429 -0.921 0.426
H -1.439 -2.180 -0.242
H -1.837 3.209 1.750
H -1.455 3.439 0.004
H -0.337 4.041 1.268
O 1.382 2.233 2.409
C 0.551 2.013 3.397
O -0.414 1.197 3.143
C 0.543 2.792 4.657
C -0.311 2.405 5.701
C -0.478 3.271 6.800
C 0.151 4.518 6.838
C 0.975 4.895 5.775
C 1.220 4.018 4.701
N 1.488 6.243 5.748
O 1.221 6.994 6.710
O 2.161 6.619 4.764
N -1.316 2.888 7.908
O -1.844 1.756 7.917
O -1.473 3.710 8.844
H -0.828 1.449 5.658
H -0.011 5.190 7.675
H 1.896 4.308 3.906
*
```

Here are the natural (NBO) charges for atoms 1 to 2, given in e:
1 P 0.76
2 P 0.73

---

# 2
A cluster of 2 separate species, C22H34N3O5 in total, computed with the ωB97M-V functional and the def2-TZVPD basis.

Output
LUMO = -2.24 eV
Energy above the lowest of the compared OMol25 structures with the same formula, charge and spin = 2.8708 eV
Frontier orbital gap = 9.63 eV

Structure (ORCA input):
```
! wB97M-V def2-TZVPD RIJCOSX def2/J DEFGRID3
* xyz 1 1
C 2.470 -5.123 1.878
C 3.474 -3.971 1.834
O 4.460 -4.035 2.525
N 3.317 -2.818 0.953
C 2.891 -3.223 -0.402
C 2.460 -1.817 1.537
O 2.934 -1.603 2.905
C 0.951 -2.073 1.725
C 0.404 -0.661 2.143
O -0.493 -0.283 1.071
C -1.823 -0.528 1.339
O -2.577 0.410 1.459
C -2.363 -1.929 1.449
C -2.573 -2.515 2.668
C -3.106 -3.779 2.690
C -3.448 -4.460 1.555
C -3.204 -3.850 0.350
C -2.671 -2.590 0.285
C 1.633 0.250 1.832
O 1.843 1.362 2.252
N 2.483 -0.483 0.975
H 2.743 -5.891 1.149
H 1.427 -4.822 1.758
H 2.556 -5.602 2.855
H 1.811 -3.168 -0.579
H 3.167 -4.272 -0.536
H 3.435 -2.630 -1.139
H 2.352 -2.096 3.491
H 0.677 -2.902 2.378
H 0.478 -2.230 0.755
H 0.036 -0.579 3.164
H -2.332 -2.002 3.591
H -3.294 -4.238 3.656
H -3.893 -5.445 1.586
H -3.461 -4.337 -0.585
H -2.499 -2.111 -0.673
H 3.387 -0.021 0.966
C -2.387 3.446 0.090
C -0.994 2.825 0.137
C 0.055 3.446 -0.769
N -0.169 3.285 -2.255
C -0.574 1.890 -2.602
C -1.182 4.291 -2.810
C -0.388 5.261 -3.668
C 0.761 4.418 -4.192
C 1.148 3.599 -2.979
H -2.872 3.306 -0.879
H -3.023 2.972 0.834
H -2.352 4.515 0.313
H -1.066 1.756 -0.039
H -0.622 2.921 1.160
H 1.011 2.965 -0.557
H 0.166 4.515 -0.580
H -1.578 1.711 -2.227
H 0.137 1.202 -2.150
H -0.564 1.790 -3.685
H -1.913 3.742 -3.400
H -1.678 4.798 -1.990
H -0.013 6.084 -3.056
H -0.993 5.690 -4.465
H 1.588 5.026 -4.554
H 0.432 3.774 -5.010
H 1.771 4.179 -2.301
H 1.647 2.665 -3.225
*
```

Here are the natural (NBO) charges for atoms 1 to 2, given in e:
1 C -0.75
2 C 0.71

---

# 3
An isolated molecule of C22H34N4O, computed with the ωB97M-V functional and the def2-TZVPD basis.

Output
LUMO = 0.90 eV
Energy above the lowest of the compared OMol25 structures with the same formula, charge and spin = 0.5142 eV
Frontier orbital gap = 9.57 eV
Structure (SMILES) = CC(C)CCc1noc(CN(C)CC2CCN(Cc3ccccc3)CC2)n1

Structure (ORCA input):
```
! wB97M-V def2-TZVPD RIJCOSX def2/J DEFGRID3
* xyz 0 1
C -3.143 3.197 1.790
C -4.387 2.821 2.590
C -5.408 3.957 2.535
C -4.059 2.501 4.052
C -3.118 1.305 4.230
C -1.695 1.655 4.012
N -1.108 2.708 4.509
O 0.181 2.638 4.075
C 0.279 1.525 3.338
C 1.578 1.176 2.707
N 1.493 1.290 1.261
C 1.186 2.648 0.861
C 2.684 0.778 0.602
C 2.381 0.298 -0.820
C 1.353 -0.831 -0.808
C 1.100 -1.326 -2.227
N 2.339 -1.802 -2.817
C 2.109 -2.445 -4.098
C 1.352 -3.735 -3.936
C 0.320 -4.078 -4.797
C -0.352 -5.280 -4.647
C -0.001 -6.148 -3.629
C 1.026 -5.811 -2.762
C 1.700 -4.614 -2.917
C 3.308 -0.729 -2.905
C 3.645 -0.210 -1.510
N -0.844 0.882 3.273
H -2.617 4.018 2.274
H -3.422 3.512 0.786
H -2.467 2.351 1.699
H -4.835 1.930 2.134
H -4.990 4.860 2.975
H -6.309 3.693 3.085
H -5.685 4.172 1.506
H -3.605 3.373 4.525
H -4.994 2.282 4.572
H -3.378 0.495 3.547
H -3.210 0.930 5.253
H 1.803 0.135 2.955
H 2.352 1.833 3.144
H 1.950 3.368 1.193
H 1.110 2.695 -0.222
H 0.224 2.943 1.278
H 3.053 -0.076 1.174
H 3.487 1.536 0.576
H 1.979 1.131 -1.406
H 0.425 -0.482 -0.357
H 1.736 -1.659 -0.211
H 0.390 -2.155 -2.212
H 0.660 -0.510 -2.833
H 3.088 -2.670 -4.538
H 1.573 -1.781 -4.802
H 0.039 -3.401 -5.592
H -1.153 -5.536 -5.325
H -0.527 -7.084 -3.510
H 1.302 -6.486 -1.964
H 2.497 -4.338 -2.244
H 4.213 -1.119 -3.379
H 2.932 0.107 -3.527
H 4.073 -1.025 -0.926
H 4.388 0.587 -1.588
*
```

Here are the natural (NBO) charges for atoms 1 to 2, given in e:
1 C -0.62
2 C -0.21

---

# 4
A structure of composition C22H34N4OPtSSi, computed with the ωB97M-V functional and the def2-TZVPD basis.

Output
LUMO (alpha / beta) = 0.35 / -0.65 eV
Energy above the lowest of the compared OMol25 structures with the same formula, charge and spin = 0.3443 eV
Frontier orbital gap (alpha / beta) = 7.74 / 6.92 eV

Structure (ORCA input):
```
! wB97M-V def2-TZVPD RIJCOSX def2/J DEFGRID3
* xyz 0 3
Pt -0.086 -1.064 -0.276
C 3.037 -3.477 -0.154
C 4.110 -2.395 -0.045
C 3.982 -1.355 -1.137
C 4.921 -1.346 -2.163
C 4.783 -0.507 -3.256
C 3.676 0.317 -3.346
C 2.711 0.343 -2.344
C 1.477 1.183 -2.531
C 0.365 0.399 -3.226
C 2.896 -0.469 -1.222
N 1.942 -0.447 -0.163
C 2.358 -0.224 1.046
C 1.498 -0.474 2.139
C 1.642 -0.367 3.528
C 0.472 -0.885 4.078
C -0.336 -1.284 3.003
N 0.281 -1.040 1.848
H 3.180 -4.245 0.607
H 3.068 -3.955 -1.134
H 2.037 -3.059 -0.018
H 5.098 -2.852 -0.137
H 4.081 -1.959 0.955
H 5.766 -2.020 -2.103
H 5.528 -0.508 -4.041
H 3.545 0.961 -4.209
H 1.739 2.063 -3.124
H 1.106 1.537 -1.573
H 0.684 0.029 -4.202
H -0.532 1.008 -3.340
H 0.081 -0.467 -2.613
H 3.377 0.120 1.208
H 2.495 0.031 4.055
H 0.226 -0.971 5.124
H -1.319 -1.732 3.023
S -2.025 -2.310 -0.699
C -3.378 -1.428 -0.110
N -4.535 -2.097 0.015
C -5.784 -1.479 0.436
C -5.740 0.006 0.122
C -4.455 0.597 0.676
N -3.310 -0.147 0.181
H -4.503 -3.079 -0.196
H -5.937 -1.637 1.508
H -6.603 -1.967 -0.092
H -6.606 0.503 0.558
H -5.773 0.156 -0.959
H -4.465 0.584 1.771
H -4.337 1.635 0.364
H -2.379 0.335 0.009
C -1.267 2.093 2.390
Si -0.742 2.317 0.601
C 1.001 3.023 0.591
C -1.838 3.626 -0.192
O -0.952 0.937 -0.251
H -1.298 3.059 2.902
H -0.579 1.443 2.934
H -2.263 1.648 2.464
H 1.044 3.848 1.308
H 1.269 3.427 -0.387
H 1.762 2.299 0.878
H -1.681 4.601 0.277
H -2.903 3.394 -0.106
H -1.609 3.726 -1.254
*
```

Here are the natural (NBO) charges for atoms 1 to 2, given in e:
1 Pt 1.04
2 C -0.60